[1]
# C2H5NO3S

The molecule C2H5NO3S (wB97M-V/def2-TZVPD, OMol25).

For the LUMO energy, the calculation gives 0.45 eV. Its energy above the lowest of the compared OMol25 structures with the same formula, charge and spin is 99.23 kcal per mole. Its multiplicity is 1. As for the HOMO-LUMO gap: 10.136 eV. The value obtained for the HOMO energy is -9.68 eV. The total energy comes out at -20619.23126 eV. Its strongest force on any atom is 7.37 eV/Å.

Each line ends with the Löwdin charge.
Positions of all 12 atoms, in Å:
C (-0.13, -0.21, 0.23)  -0.380
C (-0.50, 0.93, -0.61)  -0.078
N (-0.82, -1.18, 0.99)  -0.018
O (2.29, -0.79, -0.57)  -0.302
O (1.97, 1.09, 1.01)  -0.475
O (-2.15, -1.16, 0.63)  -0.049
S (1.65, -0.31, 0.88)  0.925
H (-1.43, 1.42, -0.16)  0.129
H (-0.81, 0.45, -1.54)  0.096
H (0.26, 1.62, -0.87)  0.059
H (2.15, 0.09, -0.97)  0.041
H (-2.46, -1.95, 0.98)  0.051

[2]
# C11H15BiClNNiO4

A structure of composition C11H15BiClNNiO4 (wB97M-V/def2-TZVPD, OMol25).

For the LUMO energy (alpha / beta), the calculation gives 4.35 / 4.34 eV. As for the net charge: -2. Its multiplicity is 3. As for the HOMO-LUMO gap (alpha / beta): 4.561 / 6.317 eV. The value obtained for the HOMO energy (alpha / beta) is -0.21 / -1.98 eV. The total energy comes out at -80730.28116 eV. Its strongest force on any atom is 2.14 eV/Å.

Each line ends with the Löwdin charge.
Positions of all 34 atoms, in Å:
Bi (-1.90, -0.77, 0.38)  1.409
Cl (-2.44, -2.71, 1.84)  -0.274
C (0.04, -0.52, 1.51)  -0.329
H (0.17, 0.56, 1.62)  -0.007
H (0.87, -0.92, 0.91)  -0.032
H (0.00, -1.04, 2.48)  -0.009
Ni (1.25, -2.12, -1.48)  0.205
C (-0.17, -1.59, -2.69)  -0.272
C (2.08, -3.63, -0.47)  -0.274
C (2.54, -0.80, -1.91)  -0.143
H (3.19, -3.64, -0.61)  -0.054
H (1.81, -3.38, 0.57)  -0.069
H (1.65, -4.60, -0.78)  -0.060
H (0.28, -1.02, -3.53)  -0.028
H (-0.66, -2.50, -3.09)  -0.024
H (-0.94, -0.97, -2.18)  -0.118
H (3.10, -0.34, -1.04)  -0.058
H (2.46, -0.03, -2.73)  -0.065
O (-2.58, 1.23, 1.21)  -0.286
C (-2.10, 2.09, 0.34)  -0.634
O (-1.37, 1.76, -0.64)  -0.093
C (-2.43, 3.51, 0.56)  -0.184
C (-2.20, 4.48, -0.43)  -0.038
C (-2.60, 5.80, -0.24)  -0.028
C (-3.24, 6.14, 0.97)  -0.183
C (-3.42, 5.19, 2.01)  -0.025
C (-3.02, 3.88, 1.78)  -0.048
N (-3.80, 7.45, 1.12)  -0.448
O (-3.69, 8.26, 0.16)  -0.115
O (-4.41, 7.74, 2.18)  -0.114
H (-1.70, 4.19, -1.35)  0.107
H (-2.43, 6.56, -1.01)  0.099
H (-3.88, 5.47, 2.95)  0.094
H (-3.17, 3.12, 2.54)  0.102

[3]
# H8O4

A cluster of 4 separate species, H8O4 in total (wB97M-V/def2-TZVPD, OMol25).

For the LUMO energy, the calculation gives 0.24 eV. Its energy above the lowest of the compared OMol25 structures with the same formula, charge and spin is 16.98 kcal per mole. Its multiplicity is 1. As for the HOMO-LUMO gap: 10.663 eV. Its SMILES is O.O.O.O. The value obtained for the HOMO energy is -10.42 eV. The total energy comes out at -8319.93965 eV. Its strongest force on any atom is 0.99 eV/Å.

Each line ends with the Löwdin charge.
Positions of all 12 atoms, in Å:
O (-0.82, 0.06, -0.22)  -0.045
H (-1.68, 0.14, 0.19)  0.078
H (-0.43, -0.71, 0.20)  0.001
O (1.68, 1.18, 0.93)  -0.054
H (1.49, 1.92, 1.51)  0.030
H (0.84, 0.97, 0.53)  -0.015
O (0.14, -2.18, 0.97)  -0.022
H (-0.52, -2.87, 0.89)  0.060
H (0.66, -2.44, 1.73)  0.065
O (-0.57, 1.69, -2.22)  -0.073
H (-0.10, 1.26, -2.94)  0.026
H (-0.70, 0.99, -1.57)  -0.052

[4]
# C41H66ClGeInN4OP3

A structure of composition C41H66ClGeInN4OP3 (wB97M-V/def2-TZVPD, OMol25).

For the LUMO energy (alpha / beta), the calculation gives -5.51 / -7.48 eV. As for the net charge: +2. Its multiplicity is 2. As for the HOMO-LUMO gap (alpha / beta): 6.635 / 5.052 eV. The value obtained for the HOMO energy (alpha / beta) is -12.14 / -12.53 eV. The total energy comes out at -153664.64824 eV. Its strongest force on any atom is 1.76 eV/Å.

Each line ends with the Löwdin charge.
Positions of all 118 atoms, in Å:
In (-0.12, -0.12, -0.15)  0.204
C (-1.27, 3.29, -2.12)  -0.123
C (-0.74, 3.92, -0.83)  -0.514
C (-0.01, 5.22, -1.14)  -0.094
P (0.28, 2.67, 0.10)  1.020
C (2.03, 2.99, -0.43)  -0.336
N (2.99, 2.04, 0.05)  -0.145
Ge (2.74, 0.09, -0.07)  0.970
N (3.11, -1.13, 1.52)  -0.150
C (2.07, -1.89, 2.19)  -0.394
P (0.54, -0.91, 2.47)  1.044
C (-0.71, -2.20, 2.95)  -0.533
C (-1.98, -1.50, 3.45)  -0.095
C (-0.24, -3.33, 3.87)  -0.078
C (0.94, 0.18, 3.93)  -0.494
C (2.26, 0.92, 3.69)  -0.109
C (0.99, -0.57, 5.26)  -0.085
C (4.35, -1.72, 1.41)  -0.248
C (4.71, -2.97, 1.94)  -0.009
C (6.01, -3.43, 1.81)  -0.058
C (6.95, -2.69, 1.10)  -0.056
C (6.60, -1.47, 0.55)  0.003
C (5.33, -0.98, 0.73)  -0.171
N (4.85, 0.29, 0.23)  -0.063
C (4.94, 1.39, 1.17)  -0.175
C (5.93, 1.53, 2.13)  0.004
C (5.96, 2.67, 2.91)  -0.054
C (4.99, 3.65, 2.75)  -0.056
C (3.97, 3.49, 1.82)  -0.014
C (3.93, 2.35, 1.01)  -0.262
C (5.37, 0.64, -1.09)  -0.169
C (6.56, 1.31, -1.28)  -0.003
C (7.00, 1.56, -2.57)  -0.056
C (6.23, 1.15, -3.65)  -0.056
C (5.01, 0.53, -3.45)  -0.009
C (4.55, 0.26, -2.16)  -0.229
N (3.35, -0.36, -1.85)  -0.160
C (2.43, -0.55, -2.95)  -0.369
P (0.81, -1.32, -2.52)  1.044
C (1.15, -3.14, -2.45)  -0.521
C (2.17, -3.41, -1.34)  -0.098
C (1.59, -3.76, -3.78)  -0.084
C (-0.22, -1.01, -4.03)  -0.513
C (0.57, -0.87, -5.34)  -0.092
C (-1.06, 0.25, -3.78)  -0.125
C (0.17, 3.15, 1.89)  -0.522
C (-1.15, 2.61, 2.45)  -0.129
C (0.29, 4.64, 2.17)  -0.089
H (-1.94, 3.98, -2.62)  0.097
H (-1.81, 2.36, -1.92)  0.023
H (-0.44, 3.07, -2.80)  0.069
H (-1.59, 4.12, -0.17)  0.112
H (0.78, 5.07, -1.87)  0.083
H (0.42, 5.69, -0.25)  0.062
H (-0.72, 5.93, -1.56)  0.097
H (2.30, 4.01, -0.16)  0.092
H (1.99, 2.94, -1.53)  0.097
H (2.44, -2.21, 3.17)  0.099
H (1.78, -2.79, 1.63)  0.082
H (-0.95, -2.64, 1.98)  0.060
H (-1.82, -1.01, 4.41)  0.078
H (-2.77, -2.23, 3.58)  0.094
H (-2.32, -0.75, 2.73)  0.046
H (-0.04, -2.98, 4.88)  0.069
H (0.65, -3.83, 3.49)  0.074
H (-1.03, -4.07, 3.93)  0.095
H (0.12, 0.91, 3.98)  0.084
H (3.11, 0.26, 3.89)  0.093
H (2.34, 1.77, 4.36)  0.103
H (2.36, 1.27, 2.66)  0.024
H (1.73, -1.37, 5.24)  0.084
H (0.03, -0.97, 5.56)  0.064
H (1.31, 0.14, 6.04)  0.099
H (3.98, -3.58, 2.46)  0.105
H (6.28, -4.38, 2.25)  0.116
H (7.96, -3.07, 0.99)  0.115
H (7.33, -0.92, -0.03)  0.121
H (6.67, 0.75, 2.25)  0.126
H (6.75, 2.80, 3.64)  0.114
H (5.02, 4.55, 3.35)  0.116
H (3.22, 4.26, 1.73)  0.092
H (7.14, 1.64, -0.43)  0.127
H (7.94, 2.07, -2.73)  0.115
H (6.57, 1.34, -4.66)  0.116
H (4.42, 0.24, -4.32)  0.105
H (2.89, -1.21, -3.70)  0.095
H (2.20, 0.40, -3.45)  0.100
H (0.19, -3.58, -2.17)  0.091
H (3.16, -3.06, -1.61)  0.086
H (2.23, -4.49, -1.15)  0.099
H (1.87, -2.92, -0.40)  0.031
H (2.53, -3.33, -4.14)  0.082
H (0.83, -3.66, -4.55)  0.076
H (1.76, -4.83, -3.62)  0.096
H (-0.88, -1.87, -4.09)  0.118
H (1.14, 0.05, -5.37)  0.082
H (-0.15, -0.84, -6.16)  0.098
H (1.24, -1.71, -5.53)  0.066
H (-0.41, 1.11, -3.58)  0.055
H (-1.73, 0.12, -2.94)  0.036
H (-1.65, 0.49, -4.66)  0.101
H (1.01, 2.64, 2.37)  0.070
H (-2.00, 3.12, 1.99)  0.087
H (-1.21, 2.79, 3.53)  0.094
H (-1.26, 1.54, 2.27)  0.001
H (-0.56, 5.19, 1.77)  0.085
H (1.20, 5.08, 1.76)  0.059
H (0.31, 4.80, 3.25)  0.097
Cl (-2.42, 0.28, -0.06)  0.177
C (-3.31, -3.19, 0.26)  -0.069
C (-2.35, -2.96, -0.88)  -0.291
O (-1.02, -2.64, -0.41)  -0.246
H (-4.29, -3.45, -0.14)  0.096
H (-3.42, -2.29, 0.86)  0.047
H (-2.98, -4.01, 0.90)  0.088
H (-2.66, -2.12, -1.49)  0.085
H (-2.29, -3.85, -1.52)  0.124
H (-0.77, -3.33, 0.21)  0.085

[5]
# C3H18O6

A cluster of 6 separate species, C3H18O6 in total (wB97M-V/def2-TZVPD, OMol25).

For the LUMO energy, the calculation gives 0.15 eV. Its energy above the lowest of the compared OMol25 structures with the same formula, charge and spin is 67.29 kcal per mole. Its multiplicity is 1. As for the HOMO-LUMO gap: 10.136 eV. Its SMILES is CO.CO.CO.O.O.O. The value obtained for the HOMO energy is -9.99 eV. The total energy comes out at -15685.66116 eV. Its strongest force on any atom is 3.28 eV/Å.

Each line ends with the Löwdin charge.
Positions of all 27 atoms, in Å:
C (-16.36, -28.04, -9.85)  -0.163
O (-16.64, -29.42, -10.07)  -0.113
H (-17.22, -27.46, -10.18)  0.069
H (-16.13, -27.55, -8.90)  0.084
H (-15.62, -27.76, -10.61)  0.051
H (-17.02, -29.51, -10.95)  0.075
C (-9.74, -27.41, -10.56)  -0.196
O (-9.73, -26.08, -10.86)  -0.117
H (-9.28, -27.55, -9.58)  0.085
H (-10.79, -27.70, -10.49)  0.066
H (-9.36, -27.94, -11.43)  0.088
H (-9.72, -25.53, -10.08)  0.074
C (-12.09, -23.16, -10.76)  -0.120
O (-12.44, -23.76, -9.47)  -0.151
H (-12.95, -23.43, -11.37)  0.066
H (-12.05, -22.08, -10.67)  0.078
H (-11.21, -23.56, -11.27)  0.079
H (-13.07, -23.13, -9.11)  0.069
O (-13.40, -26.44, -11.06)  -0.042
H (-13.03, -26.04, -10.27)  0.020
H (-14.27, -26.05, -11.15)  0.041
O (-11.65, -27.08, -7.30)  -0.044
H (-12.45, -26.66, -7.62)  0.022
H (-10.96, -26.45, -7.47)  0.024
O (-12.43, -25.22, -13.63)  -0.061
H (-12.52, -25.75, -12.84)  -0.015
H (-12.98, -25.66, -14.28)  0.029

[6]
# C2H3CdO

A structure of composition C2H3CdO (wB97M-V/def2-TZVPD, OMol25).

For the LUMO energy (alpha / beta), the calculation gives 0.56 / -1.62 eV. Its energy above the lowest of the compared OMol25 structures with the same formula, charge and spin is 35.78 kcal per mole. Its multiplicity is 2. As for the HOMO-LUMO gap (alpha / beta): 8.051 / 5.555 eV. The value obtained for the HOMO energy (alpha / beta) is -7.49 / -7.17 eV. The total energy comes out at -8729.98195 eV. Its strongest force on any atom is 6.08 eV/Å.

Each line ends with the Löwdin charge.
Positions of all 7 atoms, in Å:
H (-0.70, 0.54, -1.06)  0.118
O (1.03, -1.11, -0.05)  -0.536
C (-0.23, -0.99, -0.13)  -0.282
C (-0.76, 0.38, 0.10)  -0.155
H (-1.84, 0.34, 0.33)  0.061
H (-0.20, 1.02, 0.80)  0.058
Cd (2.70, -0.16, 0.01)  0.736

Question: Which formula does entry 3 have?
Answer: H8O4